C3F4O2 | wB97M-V/def2-TZVPD

## Properties
Multiplicity: 1
Structure (SMILES): FC(F)=C(F)F.O=C=O
E_tot: -664.2353 a.u.
Largest force on an atom: 3.3 eV Å⁻¹
Net charge: 0

```
9
Properties=species:S:1:pos:R:3:forces:R:3
C 1.206016 1.346756 1.760957 -0.2 -0.5 1.2
C -0.745955 -0.336466 -1.469958 0.1 -1.4 -0.6
C -0.644885 -1.097952 -0.377168 -1.7 -0.4 0.7
O 0.783895 1.055824 2.781466 -1.0 -0.4 1.8
O 1.668587 1.609631 0.762905 1.2 0.9 -3.0
F -1.856796 -0.185446 -2.226388 1.4 0.3 1.2
F 0.399260 -0.050788 -2.103241 -1.0 0.3 0.1
F -1.657252 -1.563787 0.393615 0.7 0.8 -1.3
F 0.482482 -1.495755 0.146295 0.6 0.4 -0.1
```
Forces are in eV/Å.

Results of the Löwdin charge analysis, in e, for atoms 1 through 5: atom 1 (C): -0.46, atom 2 (C): -0.25, atom 3 (C): -0.28, atom 4 (O): 0.22, atom 5 (O): 0.23

***

C3H2NO2S2 | wB97M-V/def2-TZVPD

## Properties
Multiplicity: 1
E_tot: -1117.0631 a.u.
Largest force on an atom: 3.8 eV Å⁻¹
Net charge: -1

```
10
Properties=species:S:1:pos:R:3:forces:R:3
C -0.103886 0.456711 -0.844086 0.6 2.0 0.1
C 0.626920 1.166404 0.485515 -0.4 -0.3 -3.1
C -0.277464 -0.650435 0.003765 1.3 -3.1 1.8
N 0.558175 -0.149001 1.005679 -1.3 -2.1 -0.5
O 0.974003 -0.609809 2.110410 -0.3 0.3 -0.7
O -0.416242 0.833274 -1.942734 0.4 0.0 0.6
S -0.883796 -2.294070 -0.195841 1.1 1.3 2.0
S -1.804902 -2.257112 -1.901641 -1.0 -0.3 -1.8
H 1.482783 1.771155 0.480949 1.8 0.1 -0.1
H -0.155590 1.732883 0.797983 -2.2 2.0 1.7
```
Forces are in eV/Å.

Results of the Löwdin charge analysis, in e, for atoms 1 through 5: atom 1 (C): -0.36, atom 2 (C): -0.03, atom 3 (C): -0.53, atom 4 (N): -0.28, atom 5 (O): -0.08

***

C12H25BCrN3OPSe | wB97M-V/def2-TZVPD

## Properties
Multiplicity: 6
E_tot: -4523.4668 a.u.
⟨S²⟩: 8.79
Largest force on an atom: 5.7 eV Å⁻¹
Net charge: +1

```
45
Properties=species:S:1:pos:R:3:forces:R:3
Cr 0.280536 0.106727 -0.650798 0.4 2.1 -0.9
H -2.125049 -0.369826 3.500512 -1.6 0.4 -0.5
H -0.346460 -0.235150 -1.971114 -1.4 -0.4 -2.1
P -0.578225 -1.900598 -0.004407 -0.4 -3.5 1.8
C -0.133416 -2.626150 1.632030 0.3 0.2 -0.1
H -0.416380 -3.690432 1.688116 0.0 0.5 0.0
H 0.950008 -2.522378 1.766794 -0.3 -0.1 0.1
H -0.640299 -2.049938 2.423661 0.2 -0.3 -0.3
C -2.370407 -2.403593 0.061732 -0.6 0.7 -0.4
H -2.802183 -2.391533 -0.951427 0.1 0.2 0.4
H -2.428300 -3.440468 0.448807 0.4 0.6 -0.1
H -2.954314 -1.738396 0.715841 0.2 -0.2 -0.3
C 0.005327 -3.158023 -1.187205 0.3 0.4 -0.1
H 1.096213 -3.111937 -1.218596 -0.1 -0.2 -0.1
H -0.338725 -4.152247 -0.867067 0.1 0.3 -0.1
H -0.400230 -2.909117 -2.173607 0.1 -0.2 0.1
C 1.572843 -0.212334 -2.091348 1.9 -0.2 -5.4
O 2.067255 -0.297244 -3.162411 -1.7 0.1 4.6
H -3.399549 1.990058 -1.756931 -0.9 -0.8 -0.2
H -3.859027 0.357323 -2.095084 -0.7 1.4 0.1
H -4.687926 -0.082248 0.179839 0.2 0.5 -0.1
H -3.837423 1.820475 0.545280 -0.2 0.3 0.5
B -4.241010 0.993209 -0.185799 -0.2 -0.7 -0.1
N -4.071644 1.225501 -1.555692 1.9 -0.8 -0.3
H -2.854646 -0.179232 3.240237 1.5 -0.4 0.5
H 0.972016 -0.845501 0.365917 0.3 -1.9 1.9
C 1.920656 4.153166 2.320585 -0.1 0.0 -0.1
N 2.378218 3.574708 1.058717 -0.4 -0.2 0.1
C 1.684187 2.723471 0.248128 1.2 0.7 0.4
Se -0.055191 2.091421 0.556928 0.1 1.6 0.6
N 2.537216 2.393577 -0.756264 -0.1 -0.1 -0.2
C 3.779249 2.988561 -0.567548 0.7 0.1 0.2
C 4.990631 2.834383 -1.243541 0.0 0.3 0.1
C 6.104943 3.498084 -0.705596 -0.6 0.0 0.3
C 5.998279 4.260315 0.487941 -0.4 -0.3 -0.5
C 4.776562 4.379810 1.155494 0.4 0.6 0.4
C 3.686183 3.750067 0.596124 -0.6 -0.9 -0.6
H 2.491743 3.727233 3.157132 -0.2 0.1 -0.3
H 0.861275 3.915702 2.427756 0.2 0.2 0.1
H 2.074035 5.240982 2.293222 -0.1 -0.3 0.0
H 2.329373 1.762443 -1.532768 -0.1 0.6 0.6
H 5.014455 2.220104 -2.145477 0.3 0.2 0.2
H 7.071274 3.434621 -1.200967 -0.2 -0.1 0.1
H 6.888815 4.751300 0.872310 -0.2 -0.1 0.0
H 4.641361 4.944726 2.089387 0.4 -0.2 -0.5
```
Forces are in eV/Å.

Results of the Löwdin charge analysis, in e, for atoms 1 through 5: atom 1 (Cr): -0.08, atom 2 (H): 0.03, atom 3 (H): -0.03, atom 4 (P): 0.72, atom 5 (C): -0.25

***

C2H2N4O4 | wB97M-V/def2-TZVPD

## Properties
Multiplicity: 1
Structure (SMILES): N#COC(=O)O/[N+]([O-])=N/N
E_tot: -597.1940 a.u.
Largest force on an atom: 4.0 eV Å⁻¹
Net charge: 0

```
12
Properties=species:S:1:pos:R:3:forces:R:3
C -0.468442 -0.397683 2.833984 0.0 0.0 -0.3
C -1.369920 -0.685256 0.712495 -0.3 -1.1 -0.6
N 0.289899 -0.040989 3.581460 2.7 1.0 2.4
N 1.076536 1.387854 -1.883439 0.0 1.3 0.3
N 0.563704 0.674566 -0.866801 0.5 0.4 0.6
N 0.298823 -0.516487 -1.036509 -1.0 0.8 0.2
O -2.336566 -0.633254 0.036969 0.3 0.5 0.6
O -0.108714 -0.921926 0.355321 0.4 -0.8 0.2
O 0.239111 -1.289550 -1.964262 0.4 0.0 0.5
O -1.429415 -0.742150 2.123012 -2.9 -0.8 -2.6
H 1.762058 0.937988 -2.451916 0.3 -0.7 -0.6
H 1.482924 2.226887 -1.440314 -0.4 -0.6 -0.6
```
Forces are in eV/Å.

Results of the Löwdin charge analysis, in e, for atoms 1 through 5: atom 1 (C): -0.38, atom 2 (C): -0.49, atom 3 (N): 0.20, atom 4 (N): 0.09, atom 5 (N): 0.04